Entry 1:
Molecular formula: C7H15NOSi
Method: DFT, ωB97M-V/def2-TZVPD

Computed properties:
Energy ... -18914.799 eV
Total charge ... 0
F_max ... 4.48 eV/A
LUMO level ... 0.75 eV
ΔE to the lowest compared entry with this formula, charge and spin ... 53.7 kcal/mol
Gap between HOMO and LUMO ... 0.33943 hartree
Highest occupied orbital energy ... -8.48 eV

XYZ file:
```
25
C7H15NOSi | the OMol25 dataset | ωB97M-V/def2-TZVPD
C -0.79412 1.81121 2.95158
C -1.22063 1.54624 1.77330
C 1.98375 0.47151 0.22772
C -2.63308 1.82467 1.22566
C 2.31652 1.60613 1.13459
C 0.72168 -1.92256 -2.55781
C -0.73835 -2.19063 0.23133
N 0.79493 0.21265 -0.16765
O -0.44434 1.97624 4.05344
Si -0.11388 -0.94707 -1.12410
H -0.64331 1.07952 1.10919
H 2.98704 0.23444 -0.19417
H -3.31909 0.88346 1.24353
H -2.54452 2.19834 0.22361
H -3.12987 2.47110 2.02111
H 3.34640 2.00054 1.04916
H 2.01132 1.38077 2.08415
H 1.66064 2.47250 0.67748
H 0.30505 -1.55818 -3.59843
H 1.91757 -1.96650 -2.43402
H 0.38665 -2.98095 -2.37631
H -0.63669 -3.21043 -0.28644
H 0.01880 -2.33422 1.03702
H -1.75361 -1.86770 0.56164
H -1.14240 0.05838 -1.46405
```

---

Entry 2:
Molecular formula: C30H26BrCl3CoGeI2N3O2P
Method: DFT, ωB97M-V/def2-TZVPD

Computed properties:
Energy ... -267339.367 eV
Total charge ... +1
F_max ... 0.64 eV/A
LUMO level (spin up / spin down) ... -2.99 / -2.99 eV
ΔE to the lowest compared entry with this formula, charge and spin ... 15.7 kcal/mol
Gap between HOMO and LUMO (spin up / spin down) ... 0.31005 / 0.30998 hartree
Highest occupied orbital energy (spin up / spin down) ... -11.43 / -11.43 eV

XYZ file:
```
70
C30H26BrCl3CoGeI2N3O2P | the OMol25 dataset | ωB97M-V/def2-TZVPD
Co -0.04601 0.88974 -0.73870
C 0.74442 -4.15578 2.07338
C -0.58099 -3.75602 2.18653
C -0.92267 -2.42058 2.02149
C 0.05743 -1.47348 1.73802
C 1.38677 -1.87837 1.64381
C 1.72997 -3.21279 1.80780
P -0.36818 0.28846 1.51799
C -0.37923 0.91968 3.22365
C 0.39837 0.30461 4.20442
C 0.36472 0.76848 5.51076
C -0.44028 1.84691 5.84445
C -1.21772 2.45906 4.87140
C -1.18830 2.00151 3.56457
C -2.05978 0.39132 0.93340
C -3.25759 0.14998 1.59785
C -4.44194 0.31578 0.90492
C -4.39695 0.72355 -0.42346
C -3.19339 0.99478 -1.06374
C -1.97903 0.84212 -0.38901
H 1.01050 -5.19581 2.20782
H -1.35036 -4.48377 2.40858
H -1.95900 -2.12129 2.10612
H 2.16286 -1.14735 1.45602
H 2.76679 -3.51506 1.74065
H 1.02925 -0.53865 3.95784
H 0.96751 0.28377 6.26683
H -0.46822 2.20655 6.86420
H -1.85280 3.29586 5.12904
H -1.81109 2.47402 2.81871
H -3.26023 -0.13939 2.64216
H -5.39273 0.14239 1.38989
H -5.32239 0.85243 -0.97019
H -3.25819 1.32810 -2.08803
O 6.21664 -0.07555 -0.81301
C 4.89190 0.07143 -0.71868
C 3.96757 -0.77657 -1.32824
C 2.63269 -0.48731 -1.18791
N 2.12862 0.56656 -0.51282
C 3.03894 1.28245 0.16253
Br 2.45221 2.51810 1.44114
C 4.40565 1.10384 0.07013
H 6.44690 -0.83142 -1.36801
H 4.27650 -1.63818 -1.90451
H 1.89803 -1.13916 -1.63411
H 5.08282 1.73446 0.62467
I 2.80526 0.16417 -5.84038
C 1.09151 0.82238 -4.87224
C -0.03309 1.23021 -5.57460
C -1.11043 1.68730 -4.83982
C -1.04781 1.67711 -3.45772
N 0.01394 1.24097 -2.77126
C 1.07783 0.86168 -3.49061
H -0.05466 1.21467 -6.65543
H -2.00150 2.06059 -5.32423
H -1.86234 2.07061 -2.88311
H 1.97271 0.60845 -2.95314
N -0.62188 -3.28148 -1.25501
C -0.76805 -2.03630 -1.68273
O -0.14385 -1.10835 -1.14838
C -1.69013 -1.71677 -2.83148
I -2.71760 -3.32334 -3.75984
H -0.05653 -3.45134 -0.43337
H -1.13283 -4.04015 -1.67933
H -1.10838 -1.21757 -3.60360
H -2.43722 -1.02023 -2.45551
Cl 1.44225 4.08076 -1.60858
Ge -0.24261 3.20475 -0.52775
Cl -0.36552 4.28490 1.34686
Cl -1.91909 4.21752 -1.48907
```

---

Entry 3:
Molecular formula: C34H40BaN4O3P2
Method: DFT, ωB97M-V/def2-TZVPD

Computed properties:
Energy ... -67278.432 eV
Total charge ... 0
F_max ... 3.13 eV/A
LUMO level ... -0.47 eV
ΔE to the lowest compared entry with this formula, charge and spin ... 0.0 kcal/mol
Gap between HOMO and LUMO ... 0.18649 hartree
Highest occupied orbital energy ... -5.54 eV

XYZ file:
```
84
C34H40BaN4O3P2 | the OMol25 dataset | ωB97M-V/def2-TZVPD
Ba -0.55897 -0.38853 0.63073
C -1.49385 2.00384 -0.70561
C -1.78398 1.00926 -1.59897
C -1.03878 0.75056 -2.89528
C 0.27736 -0.13124 -3.00801
C 1.38983 0.03447 -2.00200
C 1.68420 1.17502 -1.34570
C 1.02134 2.51308 -1.57873
C -0.28526 2.92941 -0.79830
C 1.80874 -1.54466 1.23887
H -1.93767 1.98850 0.27145
H -2.44168 0.20459 -1.30588
H -0.81391 1.73625 -3.34386
H -1.79256 0.25373 -3.54355
H -0.01464 -1.20485 -3.07378
H 0.72554 0.07550 -4.00174
H 1.91546 -0.88398 -1.74598
H 2.41122 1.15539 -0.53424
H 0.82289 2.63724 -2.65565
H 1.78446 3.27349 -1.31649
H 0.00760 3.29673 0.21698
H -0.71644 3.82136 -1.29612
H 1.39692 -1.16199 2.21569
H 2.61936 -0.99374 0.69304
H 1.24790 -2.40245 0.76150
P 1.27557 -1.20128 -8.59885
P -1.67650 -0.61823 -8.18908
N 2.75585 -0.23682 -8.46774
N 1.93920 -2.49777 -9.63897
N -1.87902 1.14314 -7.96463
N -3.37284 -0.99005 -8.54609
C 0.44352 -0.20641 -9.92996
C -1.05000 -0.56624 -9.93965
C 3.02456 0.42040 -7.25606
C 4.02558 1.35159 -7.47393
C 4.38453 1.28563 -8.86652
C 3.58070 0.31569 -9.45475
C 2.15990 -3.77960 -9.11371
C 2.66609 -4.59346 -10.11834
C 2.74187 -3.80320 -11.31702
C 2.28292 -2.53088 -10.99596
C -1.77249 1.70973 -6.68662
C -1.96123 3.08042 -6.78427
C -2.16060 3.38746 -8.17331
C -2.09143 2.18748 -8.87149
C -4.32710 -0.32544 -9.32795
C -5.37607 -1.20181 -9.58436
C -5.04441 -2.45965 -8.96657
C -3.81500 -2.30911 -8.34900
H 0.89485 -0.38965 -10.91106
H 0.58764 0.85672 -9.67600
H -1.62885 0.13102 -10.55486
H -1.20364 -1.58485 -10.33377
H 2.47311 0.14076 -6.37082
H 4.44849 2.01116 -6.72961
H 5.13564 1.88428 -9.35956
H 3.54023 -0.03918 -10.47521
H 1.93244 -3.97592 -8.07798
H 2.95711 -5.62981 -10.01314
H 3.09819 -4.12706 -12.28446
H 2.16252 -1.65964 -11.62382
H -1.58248 1.07146 -5.83863
H -1.96421 3.78462 -5.96207
H -2.34260 4.36483 -8.59815
H -2.16990 1.99692 -9.93258
H -4.19303 0.70924 -9.60920
H -6.27109 -0.98399 -10.14677
H -5.63829 -3.36251 -8.98391
H -3.20386 -2.99297 -7.78001
O -0.57482 2.70175 4.78736
C -0.74049 1.56109 5.48242
C -0.73084 1.70898 6.86939
C -0.89191 0.62340 7.72257
C -1.06920 -0.65580 7.19025
C -1.07657 -0.82096 5.80023
C -0.90642 0.25052 4.93214
C -0.85571 -0.05004 3.49166
O -1.05460 -1.22208 3.04440
O -0.58240 0.95455 2.70626
H -0.60377 2.49134 3.83022
H -0.59245 2.70539 7.27120
H -0.87819 0.77782 8.80843
H -1.19724 -1.51808 7.85418
H -1.21018 -1.83175 5.39842
```

---

Entry 4:
Molecular formula: C36H48BN9S4Ti
Method: DFT, ωB97M-V/def2-TZVPD

Computed properties:
Energy ... -118646.036 eV
Total charge ... +2
2S+1 ... 3
⟨S²⟩ ... 2.01
F_max ... 0.91 eV/A
LUMO level (spin up / spin down) ... -5.61 / -6.60 eV
ΔE to the lowest compared entry with this formula, charge and spin ... 13.5 kcal/mol
Gap between HOMO and LUMO (spin up / spin down) ... 0.26771 / 0.23252 hartree
Highest occupied orbital energy (spin up / spin down) ... -12.90 / -12.93 eV

XYZ file:
```
99
C36H48BN9S4Ti | the OMol25 dataset | ωB97M-V/def2-TZVPD
Ti -1.13448 -2.63889 -0.34212
C -0.83395 0.45237 -4.48695
C -0.15105 0.58788 -3.16572
C 0.97836 1.32489 -2.98790
C 1.61057 1.39605 -1.71992
N 1.09294 0.80940 -0.67521
N -0.03641 0.10828 -0.84480
B -0.66054 -0.49435 0.42621
N -2.03503 0.16185 0.70049
N -1.93558 1.49430 0.57183
C -3.01093 2.22082 0.69610
C -4.24936 1.61574 1.02670
C -4.35441 0.26430 1.15751
C -5.64922 -0.41231 1.47136
C -3.17577 -0.50331 0.92172
S -3.23186 -2.22280 0.86875
C -2.82985 3.71159 0.45926
C -2.03692 3.90545 -0.83487
C -2.03448 4.28770 1.63340
C -4.17424 4.43301 0.34527
N 0.24362 -0.61558 1.65808
N 0.58886 0.59344 2.14994
C 1.33550 0.63848 3.21054
C 1.83162 -0.55367 3.80430
C 1.42182 -1.77193 3.36770
C 1.83954 -3.04191 4.03438
C 0.52486 -1.78894 2.25231
S -0.22862 -3.26654 1.80031
C 1.65092 1.98563 3.82983
C 1.29314 1.92977 5.32307
C 3.15056 2.26375 3.67870
C 0.83592 3.09891 3.17180
C -0.64318 -0.09463 -2.02037
S -1.98555 -1.18476 -2.10767
C 2.91400 2.15335 -1.55517
C 3.41399 2.07973 -0.11602
C 2.67892 3.61837 -1.94631
C 3.96068 1.52377 -2.48425
H -0.27128 0.96764 -5.26116
H -1.83764 0.87522 -4.44458
H -0.94291 -0.59633 -4.76094
H 1.42985 1.82667 -3.83246
H -5.13023 2.22722 1.14197
H -6.44031 0.32021 1.61025
H -5.55990 -1.01216 2.37694
H -5.93011 -1.09159 0.66649
H -1.08789 3.37043 -0.79436
H -1.83100 4.96419 -0.97556
H -2.60041 3.55313 -1.69958
H -1.08057 3.77067 1.73562
H -2.58398 4.19181 2.56939
H -1.84259 5.34441 1.46263
H -4.79212 4.02644 -0.45609
H -3.99442 5.48309 0.11790
H -4.73979 4.40158 1.27569
H 2.52039 -0.48579 4.63570
H 2.66311 -2.85378 4.71926
H 2.13865 -3.79409 3.30607
H 1.00754 -3.46118 4.60180
H 1.97401 1.30104 5.89559
H 0.27670 1.56909 5.47490
H 1.35678 2.93449 5.73788
H 3.76021 1.45614 4.08290
H 3.40383 3.16989 4.22686
H 3.42371 2.40921 2.63591
H -0.19844 3.07328 3.51545
H 0.82948 3.01548 2.08655
H 1.25660 4.06429 3.44626
H 2.73254 2.58246 0.56480
H 4.38574 2.56567 -0.05195
H 3.51773 1.04713 0.21892
H 1.87316 4.05830 -1.35835
H 2.43608 3.73171 -3.00216
H 3.58475 4.19134 -1.75666
H 4.15360 0.48629 -2.20892
H 4.89607 2.07512 -2.40188
H 3.65795 1.55052 -3.53042
C 4.01385 -4.15894 -1.67873
N 2.75157 -4.59897 -2.25879
C 2.59707 -5.69540 -3.08464
C 1.29067 -5.80977 -3.36536
N 0.63976 -4.76576 -2.70505
C 1.55921 -4.03732 -2.00801
S 1.33471 -2.60523 -1.12988
C -0.77104 -4.69982 -2.61121
C -1.52828 -4.94139 -3.74161
C -2.90762 -5.02535 -3.61121
C -3.47303 -4.92939 -2.34923
C -2.63530 -4.67659 -1.27918
N -1.30725 -4.47856 -1.40325
H 4.82426 -4.54220 -2.29182
H 4.10597 -4.53597 -0.66145
H 4.04295 -3.07178 -1.67162
H 3.43233 -6.28650 -3.40538
H 0.75880 -6.53146 -3.95454
H -1.04541 -5.05119 -4.70158
H -3.52526 -5.19138 -4.48210
H -4.52969 -5.07377 -2.18605
H -3.01757 -4.67174 -0.26226
```

---

Q: What is the energy in the first record?
A: -18914.799 eV